ORCA calculation (ωB97M-V/def2-TZVPD) on a structure of composition C2H6N4O4S3 at a distorted geometry.

LUMO level (eV): 0.1200
Energy (a.u.): -1794.25954
HOMO energy (hartree): -0.3580
Gap between HOMO and LUMO (eV): 9.8617
Energy above the lowest of the compared OMol25 structures with the same formula, charge and spin (kcal/mol): 8.73

ORCA input file:
```
! RIJCOSX wB97M-V def2-TZVPD def2/J DEFGRID3
* xyz 0 1
C -2.1047 0.7207 1.0149
C -3.0835 0.7875 0.0523
N -1.4319 -0.4583 1.1095
N -1.6435 -1.2401 0.1699
N 1.5163 2.0539 -0.2928
N 1.2738 -2.4143 0.4770
O 1.0716 -0.3941 -1.1025
O -0.6677 1.3729 -1.3127
O 3.3102 -1.4178 -0.8060
O 2.0757 -0.2636 1.0224
S -2.7798 -0.6563 -0.8973
S 0.3483 0.9470 -0.3074
S 2.0814 -1.1039 -0.0948
H -1.7944 1.3927 1.8019
H -3.6923 1.5619 -0.2237
H 1.5447 2.5979 -1.1661
H 2.4395 1.7022 -0.0909
H 0.3776 -1.9479 0.7267
H 1.1586 -3.2404 -0.0804
*
```

---

ORCA calculation (ωB97M-V/def2-TZVPD) on an isolated molecule of C2H6N4OS at a distorted geometry.

LUMO level (eV): -0.0741
Energy (a.u.): -772.14404
HOMO energy (hartree): -0.3278
Structure (SMILES): [H]/N=C\N(N)C(=S)NO
Gap between HOMO and LUMO (eV): 8.8464
Energy above the lowest of the compared OMol25 structures with the same formula, charge and spin (kcal/mol): 96.77

ORCA input file:
```
! RIJCOSX wB97M-V def2-TZVPD def2/J DEFGRID3
* xyz 0 1
C -0.0048 -0.8371 -1.6950
C -0.7793 -0.6547 0.5976
H 0.8452 1.6578 -0.1354
H 1.6790 0.3755 0.5707
H -0.7941 -1.6986 -1.6094
H 1.4257 0.0452 -2.7645
H -1.1614 -0.2401 2.4865
H 0.0228 1.8616 2.1115
N 1.1649 0.6944 -0.2482
N 0.0866 -0.1761 -0.4008
N 0.5897 -0.6344 -2.8153
N -0.4748 -0.0018 1.8335
O -0.6649 1.3916 1.6240
S -1.9346 -1.7832 0.4449
*
```

---

ORCA calculation (ωB97M-V/def2-TZVPD) on an isolated molecule of C2H6N4S at a distorted geometry.

LUMO level (eV): 0.4997
Energy (a.u.): -696.97810
HOMO energy (hartree): -0.3053
Structure (SMILES): [H]/N=C\NNC(N)=S
Gap between HOMO and LUMO (eV): 8.8087
Energy above the lowest of the compared OMol25 structures with the same formula, charge and spin (kcal/mol): 30.10

ORCA input file:
```
! RIJCOSX wB97M-V def2-TZVPD def2/J DEFGRID3
* xyz 0 1
C -0.6751 -0.6180 -0.0528
C 2.1256 1.1051 -0.2071
H -1.1052 -1.2364 -2.0352
H 0.4421 -0.7558 -1.6474
H 0.2319 0.3158 1.5083
H 2.2838 -0.7799 0.5432
H 3.1813 1.0786 -0.3222
H 0.6030 2.0311 0.2969
N -0.4144 -1.1447 -1.2348
N 0.3240 -0.1626 0.6471
N 1.6204 -0.1430 0.0631
N 1.5542 2.2302 -0.0615
S -2.2456 -0.5647 0.4574
*
```

---

ORCA calculation (ωB97M-V/def2-TZVPD) on an isolated molecule of C2H6N4S at a distorted geometry.

LUMO level (eV): 0.4933
Energy (a.u.): -696.96440
HOMO energy (hartree): -0.3556
Structure (SMILES): [H]/N=C(/N)S/C(N)=N\[H]
Gap between HOMO and LUMO (eV): 10.1692
Energy above the lowest of the compared OMol25 structures with the same formula, charge and spin (kcal/mol): 38.70

ORCA input file:
```
! RIJCOSX wB97M-V def2-TZVPD def2/J DEFGRID3
* xyz 0 1
C 0.9257 -0.0373 1.2807
C -0.9410 0.3412 -0.8995
H 2.4102 -1.3477 0.7880
H 0.8680 -1.8697 0.2321
H 1.2209 1.6387 2.3759
H -2.7456 -0.6501 -0.6715
H -2.3887 0.1563 -2.1127
H 0.8135 0.9148 -1.4688
N 1.5189 -0.9581 0.4570
N 1.6686 0.6590 2.1102
N -2.3453 0.2684 -1.1858
N -0.1210 0.7167 -1.8921
S -0.8842 0.1675 0.9866
*
```

---

ORCA calculation (ωB97M-V/def2-TZVPD) on an isolated molecule of C2H6N4S at a distorted geometry.

LUMO level (eV): 0.3514
Energy (a.u.): -696.88430
HOMO energy (hartree): -0.3557
Structure (SMILES): [H]/N=C\NS/C=N\N
Gap between HOMO and LUMO (eV): 10.0313
Energy above the lowest of the compared OMol25 structures with the same formula, charge and spin (kcal/mol): 88.96

ORCA input file:
```
! RIJCOSX wB97M-V def2-TZVPD def2/J DEFGRID3
* xyz 0 1
C -0.7534 0.9505 0.4131
C 1.9733 -0.1204 -0.6864
H -1.7341 -0.9326 -0.0725
H -3.5040 -0.3604 -0.7808
H -0.4082 1.9873 0.7548
H 0.3293 -1.1658 -1.1117
H 2.4854 -0.3015 -1.7057
H 2.0046 0.9229 0.7545
N -2.2801 -0.2620 -0.7829
N -1.8112 0.9257 -0.3107
N 0.8680 -1.0319 -0.3489
N 2.5067 0.9083 -0.1374
S -0.0923 -0.5570 0.9288
*
```

---

ORCA calculation (ωB97M-V/def2-TZVPD) on an isolated molecule of C2H6N4S at a distorted geometry.

LUMO level (eV): 0.3085
Energy (a.u.): -696.84557
HOMO energy (hartree): -0.3369
Gap between HOMO and LUMO (eV): 9.4770
Energy above the lowest of the compared OMol25 structures with the same formula, charge and spin (kcal/mol): 113.26

ORCA input file:
```
! RIJCOSX wB97M-V def2-TZVPD def2/J DEFGRID3
* xyz 0 1
C 1.6647 -1.1338 -0.1685
C -1.4092 1.4315 0.3343
N -0.6997 0.4329 -2.4605
N -0.6977 -0.6845 -2.5927
N -0.4610 1.4862 -1.9803
N 0.4382 -0.3811 -0.2004
S 0.3299 1.1634 -0.3086
H 2.0390 -1.3306 0.8126
H 1.4877 -2.2136 -0.5369
H 2.4358 -0.7079 -0.7085
H -1.6399 2.3592 -0.1004
H -1.4162 1.6016 1.5269
H -2.2516 0.7664 0.1508
*
```

---

ORCA calculation (ωB97M-V/def2-TZVPD) on an isolated molecule of C2H6N4S at a distorted geometry.

LUMO level (eV): 0.7396
Energy (a.u.): -697.00590
HOMO energy (hartree): -0.3014
Structure (SMILES): N/N=C/NC(N)=S
Gap between HOMO and LUMO (eV): 8.9406
Energy above the lowest of the compared OMol25 structures with the same formula, charge and spin (kcal/mol): 12.65

ORCA input file:
```
! RIJCOSX wB97M-V def2-TZVPD def2/J DEFGRID3
* xyz 0 1
C -0.7026 0.2340 0.6522
C 0.3072 0.8762 -1.5374
H -0.7370 -0.8937 2.8272
H 0.4929 -1.9364 2.4473
H -1.5257 0.5545 1.3121
H -1.1933 1.8018 -0.5787
H 1.1271 -0.9231 -0.8810
H 1.7422 -0.2158 -2.3676
N -0.3368 -1.4973 2.0996
N 0.0167 -0.7752 0.9138
N -0.5589 1.0266 -0.4845
N 1.1065 -0.1920 -1.5876
S 0.2616 1.9406 -2.8154
*
```

---

ORCA calculation (ωB97M-V/def2-TZVPD) on an isolated molecule of C2H6N4S2 at a distorted geometry.

LUMO level (eV): 0.3346
Energy (a.u.): -1095.16042
HOMO energy (hartree): -0.3216
Structure (SMILES): [H]/N=C(/N)SS/C(N)=N/[H]
Gap between HOMO and LUMO (eV): 9.0862
Energy above the lowest of the compared OMol25 structures with the same formula, charge and spin (kcal/mol): 39.95

ORCA input file:
```
! RIJCOSX wB97M-V def2-TZVPD def2/J DEFGRID3
* xyz 0 1
C 0.4853 1.2589 -1.3177
C 0.0175 -1.4947 1.2003
H 0.9776 -0.2056 -2.5759
H 1.1906 -0.5798 -0.8012
H 0.8308 1.6041 -3.1708
H 1.5935 -0.3260 1.3754
H 2.1490 -1.9052 1.4015
H -1.5371 -2.6621 1.8102
N 0.8267 -0.0067 -1.6104
N 0.5211 2.2256 -2.2728
N 1.4818 -1.2755 0.9599
N -0.4963 -2.5304 1.8033
S -0.3150 1.4215 0.2373
S -1.2196 -0.3841 0.4193
*
```

---

ORCA calculation (ωB97M-V/def2-TZVPD) on the ion C2H6N5 with charge +1 at a distorted geometry.

LUMO level (alpha / beta) (eV): -5.6036 / -5.6040
Energy (a.u.): -353.16573
HOMO energy (alpha / beta) (hartree): -0.5294 / -0.5294
Structure (SMILES): [H]/N=C(\N)CN=[N+]=N
Gap between HOMO and LUMO (alpha / beta) (eV): 8.8017 / 8.8008
Energy above the lowest of the compared OMol25 structures with the same formula, charge and spin (kcal/mol): 112.69

ORCA input file:
```
! RIJCOSX wB97M-V def2-TZVPD def2/J DEFGRID3
* xyz 1 1
C -0.4898 0.4122 -0.2377
C -0.4656 -1.0794 -0.3217
N 0.5480 -1.8403 0.4701
N 1.3905 -1.2676 1.0139
N 1.8163 -0.2950 1.4849
N 0.4407 0.9928 0.4769
N -1.4317 1.0633 -1.0064
H -1.4225 -1.3867 0.0306
H -0.3105 -1.4274 -1.2386
H 2.7694 0.0615 1.6890
H 0.5043 1.9884 0.4565
H -2.1197 0.7189 -1.6722
H -1.2296 2.0592 -1.1454
*
```

---

ORCA calculation (ωB97M-V/def2-TZVPD) on the ion C2H6N5 with charge +1 at a distorted geometry.

LUMO level (eV): -5.4627
Energy (a.u.): -353.08016
HOMO energy (hartree): -0.5066
Structure (SMILES): CN=[N+]=N/N=N/C
Gap between HOMO and LUMO (eV): 8.3234
Energy above the lowest of the compared OMol25 structures with the same formula, charge and spin (kcal/mol): 166.39

ORCA input file:
```
! RIJCOSX wB97M-V def2-TZVPD def2/J DEFGRID3
* xyz 1 1
C 3.2576 -0.6802 0.0629
C -3.4035 0.0058 0.0661
N 0.8203 -0.6055 -0.0620
N -0.3426 -0.4351 -0.0082
N -1.4549 -1.3652 0.0084
N 1.9023 -1.0276 0.0136
N -2.5516 -1.0543 -0.1271
H 3.3401 -0.0062 0.9263
H 3.9047 -1.5815 0.3337
H 3.4508 -0.1197 -0.8173
H -3.2689 0.3636 1.1999
H -3.0189 0.8693 -0.5411
H -4.4822 -0.1904 -0.2082
*
```